Record 1
The following is a quantum chemistry calculation of a structure of composition C14H32MnNO3P2Si, from the OMol25 dataset.

XYZ file:
```
54
Properties=species:S:1:pos:R:3
Mn -0.1576 0.3322 0.0679
P 2.1039 -0.7162 0.2391
C 2.3352 -0.7698 -1.5766
C 1.0842 -1.2509 -2.2531
N -0.0976 -0.8509 -1.7286
C -1.2618 -1.2394 -2.2806
C -1.2871 -2.1645 -3.3127
C -0.0874 -2.5982 -3.8633
C 1.1112 -2.0987 -3.3554
C -2.5510 -0.6994 -1.6909
P -2.3598 0.9211 -0.8848
H 2.0788 -2.4084 -3.7454
H -2.2549 -2.5238 -3.6587
H -0.0806 -3.3255 -4.6729
H -3.3355 -0.6208 -2.4552
H -2.9219 -1.3779 -0.9026
H 2.5353 0.3090 -1.8675
H 3.1778 -1.4368 -1.7955
H 1.2442 2.5353 -1.4032
O 1.8449 1.9635 -2.0060
H 1.3852 1.9627 -2.8699
H -0.1871 2.3996 0.1191
O 0.1255 3.1553 -0.4895
H 0.0555 3.9365 0.0762
C -2.6227 2.1544 -2.1985
H -3.6763 2.1504 -2.5208
H -2.3433 3.1532 -1.8267
H -1.9961 1.9296 -3.0720
C -3.7801 1.0559 0.2267
H -3.6028 1.8943 0.9164
H -4.7027 1.2496 -0.3347
H -3.8916 0.1220 0.7937
C 2.1372 -2.4549 0.7575
H 3.1733 -2.8095 0.8490
H 1.6466 -2.5487 1.7386
H 1.6091 -3.0795 0.0219
C 3.5993 0.1049 0.8274
H 3.4375 0.4722 1.8479
H 4.4455 -0.5935 0.8350
H 3.8343 0.9438 0.1574
C -1.4563 1.1901 4.2869
Si -0.0052 0.3055 3.4837
C 1.6487 0.8808 4.1923
C -0.1489 -1.5396 3.8697
O -0.0501 0.6895 1.9149
H -1.3925 1.1382 5.3824
H -2.4091 0.7402 3.9729
H -1.4696 2.2467 3.9849
H 1.6334 0.7969 5.2891
H 2.4922 0.2846 3.8167
H 1.8298 1.9328 3.9299
H -1.0803 -1.9661 3.4715
H 0.6893 -2.1381 3.4902
H -0.1722 -1.6571 4.9647
```

The LUMO energy (alpha / beta) is -2.852 / -3.117 eV. As for the spin multiplicity: 6. The charge is +1. The calculation puts the gap between HOMO and LUMO (alpha / beta) at 7.445 / 8.509 eV.

Record 2
The following is a quantum chemistry calculation of a cluster of 2 separate species, C10H16 in total, from the OMol25 dataset.

XYZ file:
```
26
Properties=species:S:1:pos:R:3
C -1.2315 3.0992 2.4935
C -1.8044 1.6945 2.4629
C 0.3410 3.1090 2.5014
H -1.5674 3.6613 1.6292
H -1.5405 3.6627 3.3735
H -1.3916 1.0440 3.2283
H 0.6775 3.3690 1.4963
H 0.6137 3.9384 3.1428
H -1.5393 1.2045 1.5291
H -2.8972 1.6865 2.5358
H 0.7783 2.1795 2.8415
C 1.2246 -3.4716 -0.4264
C -0.9667 -0.7291 -1.9984
C -0.6116 -1.9646 -1.3780
C -0.1154 0.3536 -2.0079
C 0.6904 -2.1565 -0.9540
C 1.1436 0.2219 -1.4228
C 1.5663 -1.0820 -1.0427
H -1.9560 -0.6331 -2.3946
H -1.4063 -2.6995 -1.3263
H -0.4776 1.3248 -2.3303
H 1.8456 1.0469 -1.3364
H 1.8709 -3.8690 -1.2133
H 0.4320 -4.1964 -0.2555
H 2.6299 -1.2513 -0.8745
H 1.8276 -3.2983 0.4618
```

The LUMO energy (alpha / beta) is 3.758 / 3.593 eV. As for the spin multiplicity: 2. The charge is -1. The calculation puts the gap between HOMO and LUMO (alpha / beta) at 2.628 / 7.574 eV.

Computed values of energy relative to the best compared isomer or geometry (same formula, charge and spin) (unit: kJ/mol) for the preceding records, in sequence: 31.57 37.05.
Computed values of DFT total energy (unit: Eh) for the preceding records, in sequence: -2956.2452 -390.5691.